Molecular formula: C5H11NS
Method: DFT, ωB97M-V/def2-TZVPD

For the electronic energy, the calculation gives -17684.7013 eV. For the LUMO energy, the calculation gives 1.000 eV. Its total charge is 0. The frontier orbital gap is 0.3482 Eh. For the HOMO energy, the calculation gives -0.3114 Eh. As for the relative energy (zero: lowest compared OMol25 entry of this formula, charge and spin): 86.7 kcal/mol.

Last column: Mulliken charge in e.
Atoms and positions in Å:
C (1.4039, 0.3410, -1.3418)  -0.248
C (0.8867, 0.4408, 0.0531)  -0.225
C (-1.4687, 0.8558, 1.2364)  -1.440
C (-1.6282, -0.7211, -0.7989)  -1.038
C (-0.8873, -0.3498, 0.4962)  0.281
N (1.8298, -0.6239, -0.3144)  -0.254
S (3.4514, -0.5070, 0.3668)  -0.220
H (0.7439, -0.1068, -2.0804)  0.118
H (2.1784, 1.1338, -1.5960)  0.262
H (1.0197, 1.2708, 0.7298)  0.212
H (-2.0947, 0.4228, 1.9079)  0.429
H (-1.9094, 1.5269, 0.5269)  0.337
H (-0.6177, 1.2462, 1.7210)  0.417
H (-1.0354, -1.1688, -1.6785)  0.316
H (-2.0841, 0.2827, -1.1213)  0.237
H (-2.4001, -1.5350, -0.5945)  0.285
H (-0.4577, -1.1018, 1.1519)  0.368
H (3.0696, -1.4065, 1.3358)  0.159


Molecular formula: C6H11N
Method: DFT, ωB97M-V/def2-TZVPD

For the electronic energy, the calculation gives -7889.3783 eV. For the LUMO energy, the calculation gives 1.067 eV. Its total charge is 0. The frontier orbital gap is 0.3104 Eh. For the HOMO energy, the calculation gives -0.2712 Eh. As for the relative energy (zero: lowest compared OMol25 entry of this formula, charge and spin): 26.6 kcal/mol.

Last column: Mulliken charge in e.
Atoms and positions in Å:
C (1.3880, 1.6029, 1.8460)  -0.852
C (1.1587, 0.6708, 0.9262)  -0.296
C (-0.1563, 0.3904, 0.3330)  0.715
N (-1.2464, 0.9095, 0.9997)  -0.442
C (-0.2724, -0.4254, -0.7203)  0.736
C (-1.5641, -1.0587, -1.1518)  -1.433
C (0.9391, -1.0023, -1.3993)  -1.658
H (2.3036, 1.6156, 2.4219)  0.253
H (0.7038, 2.4319, 1.9888)  0.292
H (1.9041, -0.1083, 0.8250)  0.205
H (-1.1886, 1.3894, 1.8772)  0.165
H (-2.1734, 0.7951, 0.6322)  0.137
H (-1.8984, -0.6505, -2.1080)  0.280
H (-2.3563, -0.9834, -0.4070)  0.389
H (-1.3617, -2.1191, -1.3040)  0.372
H (0.7057, -1.3929, -2.3888)  0.408
H (1.7105, -0.2413, -1.5333)  0.421
H (1.4040, -1.8238, -0.8376)  0.307


Molecular formula: C2HClN2O2
Method: DFT, ωB97M-V/def2-TZVPD

For the electronic energy, the calculation gives -21685.1913 eV. For the LUMO energy, the calculation gives 0.029 eV. Its total charge is 0. The frontier orbital gap is 0.3668 Eh. For the HOMO energy, the calculation gives -0.3657 Eh. As for the relative energy (zero: lowest compared OMol25 entry of this formula, charge and spin): 50.1 kcal/mol.

Last column: Mulliken charge in e.
Atoms and positions in Å:
O (-2.6445, 2.1744, -0.0954)  -0.518
C (-1.8948, 1.2481, 0.0473)  0.532
O (-0.5402, 1.3487, 0.2329)  -0.232
N (-0.0549, -0.0148, 0.4115)  0.032
N (-1.0748, -0.8863, 0.2467)  -0.371
C (-2.1919, -0.2591, 0.0381)  0.391
Cl (-3.7968, -0.7838, -0.0406)  -0.106
H (0.8111, 0.0323, -0.1118)  0.272


Molecular formula: C6H10N2O4S3
Method: DFT, ωB97M-V/def2-TZVPD

For the electronic energy, the calculation gives -50052.2158 eV. For the LUMO energy, the calculation gives -1.168 eV. Its total charge is 0. The frontier orbital gap is 0.2664 Eh. For the HOMO energy, the calculation gives -0.3094 Eh. As for the relative energy (zero: lowest compared OMol25 entry of this formula, charge and spin): 52.6 kcal/mol.

Last column: Mulliken charge in e.
Atoms and positions in Å:
C (2.6665, 0.5245, 0.4926)  -0.593
C (2.5430, -0.7812, 1.3410)  -0.707
C (1.2651, 1.0352, 0.5597)  -0.634
C (1.0749, -1.2128, 1.0952)  -0.583
C (-3.5304, -0.6907, -0.7434)  -0.281
C (-1.6774, 0.3246, -0.7578)  -0.192
N (0.4041, -0.1471, 0.4461)  -0.042
N (-2.0228, 1.5290, -1.3223)  1.091
O (-1.8071, 1.6065, -2.5254)  -0.616
O (-2.5977, 2.4092, -0.6617)  -0.582
O (-0.2123, -1.7222, -1.5471)  -0.618
O (0.7892, 0.4366, -2.0907)  -0.608
S (-3.7696, -0.1786, 0.8885)  -0.218
S (-1.5212, -0.1159, 0.9765)  -0.033
S (-0.1009, -0.3780, -1.2920)  1.159
H (3.3044, 1.3456, 0.7702)  0.452
H (2.8754, 0.2349, -0.5198)  0.257
H (3.2637, -1.5789, 1.1822)  0.394
H (2.7075, -0.5551, 2.3850)  0.277
H (0.9653, 1.3832, 1.5916)  0.403
H (1.2095, 1.8271, -0.1733)  0.397
H (1.1393, -2.0499, 0.4720)  0.303
H (0.4957, -1.4141, 1.9543)  0.381
H (-4.2804, -0.1508, -1.4490)  0.279
H (-3.1839, -1.6812, -1.0726)  0.314


Molecular formula: C4H14N2O3S
Method: DFT, ωB97M-V/def2-TZVPD

For the electronic energy, the calculation gives -24333.2534 eV. For the LUMO energy, the calculation gives 0.447 eV. Its total charge is 0. The frontier orbital gap is 0.3568 Eh. For the HOMO energy, the calculation gives -0.3403 Eh. As for the relative energy (zero: lowest compared OMol25 entry of this formula, charge and spin): 17.0 kcal/mol.

Last column: Mulliken charge in e.
Atoms and positions in Å:
N (1.3581, 0.9624, 1.5175)  -0.445
C (0.5992, -0.1504, 1.9169)  0.403
O (0.6036, -0.5038, 3.0750)  -0.644
N (-0.1549, -0.8203, 0.9640)  -0.027
C (-0.1107, -0.5979, -0.4552)  -0.790
C (1.3277, -0.6750, -1.1244)  -0.262
C (1.3370, -0.2792, -2.5669)  -0.762
S (1.4259, 1.4826, -3.0123)  -0.219
H (1.0219, 1.4051, 0.6698)  0.198
H (1.6179, 1.5179, 2.3277)  0.302
H (-0.8230, -1.5058, 1.2615)  0.242
H (-0.7044, -1.3740, -0.9830)  0.379
H (-0.4954, 0.4185, -0.6937)  0.278
H (1.8753, 0.0731, -0.4820)  0.276
H (1.9640, -1.5608, -0.9946)  0.297
H (2.0784, -0.8671, -3.1333)  0.401
H (0.4635, -0.4765, -3.1850)  0.301
H (2.4519, 1.7716, -2.1720)  0.104
O (-4.2140, -0.3147, -0.5981)  -0.625
H (-3.7814, 0.3876, -1.0972)  0.309
H (-3.9911, -1.0786, -1.1441)  0.309
O (-2.3065, -0.6781, 3.3374)  -0.639
H (-1.5401, -0.9568, 3.8527)  0.314
H (-2.4023, 0.2480, 3.5749)  0.300


Molecular formula: C4H12
Method: DFT, ωB97M-V/def2-TZVPD

For the electronic energy, the calculation gives -4341.5061 eV. For the LUMO energy, the calculation gives 1.119 eV. Its total charge is 0. The frontier orbital gap is 0.4568 Eh. For the HOMO energy, the calculation gives -0.4157 Eh. As for the relative energy (zero: lowest compared OMol25 entry of this formula, charge and spin): 23.6 kcal/mol.

Last column: Mulliken charge in e.
Atoms and positions in Å:
C (-1.7199, 0.2615, -0.4108)  -0.789
C (-2.9755, 0.5169, -1.3715)  -0.862
H (-1.3306, 1.2799, -0.3089)  0.278
H (-2.0193, -0.3297, 0.4211)  0.346
H (-1.1098, -0.4060, -1.0177)  0.248
H (-3.1839, 1.5827, -1.5581)  0.256
H (-2.8604, 0.1159, -2.3537)  0.267
H (-3.8004, 0.1463, -0.7907)  0.251
C (1.8582, -0.1461, 0.4621)  -0.773
C (2.9352, -0.5600, 1.4939)  -0.811
H (1.7024, -0.9781, -0.2714)  0.279
H (0.8471, 0.0765, 0.8456)  0.166
H (2.1519, 0.4965, -0.3487)  0.379
H (3.3368, -1.4906, 1.1131)  0.237
H (3.6661, 0.2474, 1.5999)  0.251
H (2.5022, -0.8131, 2.4959)  0.276


Molecular formula: C3H24N2O10
Method: DFT, ωB97M-V/def2-TZVPD

For the electronic energy, the calculation gives -26955.7355 eV. For the LUMO energy, the calculation gives -0.044 eV. Its total charge is 0. The frontier orbital gap is 0.3137 Eh. For the HOMO energy, the calculation gives -0.3153 Eh. As for the relative energy (zero: lowest compared OMol25 entry of this formula, charge and spin): 34.8 kcal/mol.

Last column: Mulliken charge in e.
Atoms and positions in Å:
C (-0.9697, -1.8683, 0.5945)  -0.410
C (-2.0973, -1.6835, -0.1460)  -0.479
N (-1.7335, -2.0603, -1.4307)  -0.025
C (-0.4418, -2.5303, -1.3676)  -0.392
N (0.0241, -2.4470, -0.1515)  -0.446
H (-0.8523, -1.5158, 1.5970)  0.542
H (-3.0038, -1.2365, 0.2089)  0.444
H (-2.4135, -1.8549, -2.1433)  0.292
H (0.0235, -3.0267, -2.2048)  0.475
O (0.2404, -0.0615, 4.5016)  -0.684
H (-0.6590, 0.1552, 4.1978)  0.377
H (0.6707, -0.5301, 3.7991)  0.274
O (-2.4167, 0.4743, -2.0275)  -0.723
H (-1.4513, 0.5583, -2.1567)  0.337
H (-2.5152, 1.0430, -1.2468)  0.367
O (0.7580, 2.9452, -1.9954)  -0.589
H (-0.0757, 2.9582, -2.4453)  0.301
H (1.6040, 2.7760, -2.4148)  0.290
O (2.9984, -2.1916, 0.4066)  -0.775
H (2.0709, -2.2658, 0.1057)  0.500
H (2.8701, -1.6250, 1.1617)  0.302
O (-1.8930, 0.5007, 2.6211)  -0.646
H (-2.0358, 1.0646, 1.8179)  0.409
H (-2.7990, 0.4902, 2.9905)  0.291
O (-2.3097, 2.1790, 0.5884)  -0.701
H (-1.3889, 2.0797, 0.3276)  0.299
H (-2.5238, 3.0742, 0.8544)  0.291
O (0.5925, -0.0551, -2.7100)  -0.504
H (1.3054, 0.4115, -3.1712)  0.225
H (0.1658, -0.5192, -3.4271)  0.248
O (3.6199, -0.0446, -1.3725)  -0.677
H (3.4205, -0.8205, -0.7875)  0.434
H (2.9902, 0.5772, -0.9582)  0.255
O (0.2702, 0.7153, -0.2885)  -0.021
H (0.8539, 0.5051, 0.4569)  0.149
H (0.9164, 0.6935, -1.0036)  -0.068
O (2.1312, 0.7426, 2.1243)  -0.534
H (1.5451, 0.7752, 2.8949)  0.282
H (2.5091, 1.6178, 2.2002)  0.290


Molecular formula: C18H25BrClN2O4P
Method: DFT, ωB97M-V/def2-TZVPD

For the electronic energy, the calculation gives -122092.9728 eV. For the LUMO energy, the calculation gives -0.200 eV. Its total charge is 0. The frontier orbital gap is 0.3289 Eh. For the HOMO energy, the calculation gives -0.3363 Eh.

Last column: Mulliken charge in e.
Atoms and positions in Å:
N (3.2158, -2.4137, 2.5776)  -0.500
C (3.4271, -1.9596, 1.5454)  0.006
C (3.4915, -1.3094, 0.1290)  0.111
C (3.5697, -2.4553, -0.9549)  -0.316
C (4.4602, -3.6832, -0.5239)  0.126
O (4.0661, -4.7782, -0.7818)  -0.440
Br (6.2007, -3.5282, 0.3640)  -0.140
C (2.2215, -0.3356, -0.0568)  1.107
C (2.4643, 0.8171, 0.9818)  -0.218
N (2.7012, 1.6470, 1.7430)  -0.549
C (0.9374, -1.2000, 0.3041)  -0.960
C (-0.4355, -0.6572, -0.2595)  -0.413
C (-1.4314, -1.8933, -0.2613)  -0.042
C (-2.4758, -2.1010, 0.7375)  -0.217
C (-3.2830, -3.3325, 0.6061)  -0.515
C (-3.0454, -4.3197, -0.4584)  -0.376
C (-2.0052, -4.1029, -1.4815)  -0.686
C (-1.2097, -2.8739, -1.3464)  -0.167
P (2.3035, 0.3239, -1.8377)  0.132
O (1.1937, 1.6082, -1.8631)  -0.456
Cl (1.5139, -1.0506, -3.2163)  -0.190
H (4.4601, -0.7467, 0.0845)  0.546
H (2.5862, -2.8793, -1.2704)  0.114
H (4.0512, -2.0542, -1.8978)  0.458
H (0.8456, -1.1722, 1.4313)  0.301
H (1.0082, -2.2824, 0.0332)  0.629
H (-0.4081, -0.2997, -1.3186)  0.405
H (-0.9212, 0.1388, 0.3622)  0.436
H (-2.6020, -1.3386, 1.5517)  0.317
H (-4.0708, -3.5142, 1.3696)  0.326
H (-3.6531, -5.2536, -0.5187)  0.329
H (-1.7720, -4.8139, -2.3038)  0.371
H (-0.4030, -2.7153, -2.0990)  0.107
H (0.8387, 1.7672, -0.9670)  0.377
C (1.2823, 5.3731, -1.5145)  -0.689
C (2.3865, 5.8481, -0.6004)  -0.235
O (2.2705, 5.1959, 0.6565)  -0.491
H (0.3022, 5.5816, -1.0798)  0.260
H (1.3400, 5.8556, -2.4927)  0.341
H (1.3416, 4.2904, -1.6573)  0.031
H (2.3191, 6.9242, -0.4359)  0.296
H (3.3709, 5.6271, -1.0268)  0.242
H (2.3407, 4.2472, 0.4952)  0.245
C (-5.5634, 2.1241, 2.2832)  -1.097
C (-4.6000, 1.4160, 1.3508)  -0.241
O (-3.7717, 0.5153, 2.0818)  -0.485
H (-5.0169, 2.6754, 3.0512)  0.281
H (-6.1981, 2.8216, 1.7331)  0.349
H (-6.2015, 1.4026, 2.8007)  0.337
H (-3.9509, 2.1374, 0.8530)  0.278
H (-5.1427, 0.8528, 0.5849)  0.284
H (-4.3492, -0.1261, 2.5131)  0.279